{
  "formula": "C40H114N6O22",
  "method": "ωB97M-V/def2-TZVPD",
  "symbols": ["C", "C", "C", "O", "C", "N", "H", "H", "H", "H", "H", "H", "H", "H", "H", "H", "H", "C", "C", "C", "O", "C", "N", "H", "H", "H", "H", "H", "H", "H", "H", "H", "H", "H", "C", "C", "C", "O", "C", "N", "H", "H", "H", "H", "H", "H", "H", "H", "H", "H", "H", "C", "C", "C", "O", "C", "N", "H", "H", "H", "H", "H", "H", "H", "H", "H", "H", "H", "C", "C", "C", "O", "C", "N", "H", "H", "H", "H", "H", "H", "H", "H", "H", "H", "H", "C", "C", "C", "O", "C", "N", "H", "H", "H", "H", "H", "H", "H", "H", "H", "H", "H", "C", "C", "O", "O", "H", "H", "H", "H", "H", "H", "C", "C", "O", "O", "H", "H", "H", "H", "H", "H", "C", "C", "O", "O", "H", "H", "H", "H", "H", "H", "C", "C", "O", "O", "H", "H", "H", "H", "H", "H", "C", "C", "O", "O", "H", "H", "H", "H", "H", "H", "C", "C", "O", "O", "H", "H", "H", "H", "H", "H", "C", "C", "O", "O", "H", "H", "H", "H", "H", "H", "C", "C", "O", "O", "H", "H", "H", "H", "H", "H"],
  "xyz": [[-3.02793, 5.40907, 7.60202], [-2.10207, 5.63637, 6.47970], [-2.32990, 4.62381, 5.33763], [-1.21811, 4.64389, 4.47995], [-1.16134, 3.67364, 3.46263], [-2.21086, 7.03579, 6.11985], [-3.08870, 4.35275, 7.86396], [-4.06228, 5.48345, 7.26632], [-2.83172, 5.96021, 8.52171], [-1.12455, 5.54913, 6.95398], [-3.25004, 4.87007, 4.80771], [-2.40234, 3.58755, 5.66779], [-0.40315, 3.99513, 2.74856], [-2.11935, 3.63432, 2.94422], [-0.78768, 2.75405, 3.91301], [-3.18250, 7.24230, 5.93717], [-1.78405, 7.02668, 5.20451], [2.15379, -6.30629, -6.79894], [1.44603, -6.58353, -5.44577], [1.36330, -5.37217, -4.50544], [0.91155, -5.69621, -3.21140], [-0.55344, -5.85271, -3.12020], [0.16237, -7.16604, -5.88895], [3.17498, -5.94915, -6.66588], [1.66476, -5.52411, -7.37958], [2.08499, -7.17385, -7.45522], [1.98906, -7.34608, -4.88744], [0.71543, -4.61654, -4.94974], [2.39870, -5.03864, -4.43608], [-0.79899, -6.90318, -3.27622], [-1.15648, -5.34690, -3.87426], [-0.91854, -5.53284, -2.14425], [-0.20359, -7.64840, -5.08054], [0.37088, -7.91076, -6.53857], [3.11858, -0.31955, 5.53131], [3.63866, 0.92222, 6.34884], [2.89474, 1.09076, 7.71078], [3.32404, 2.24127, 8.36778], [2.68036, 2.55114, 9.54301], [5.08238, 0.75138, 6.57594], [3.02015, -1.20169, 6.16394], [3.60690, -0.63254, 4.60844], [2.09173, -0.12305, 5.22298], [3.38136, 1.86758, 5.87114], [3.25261, 0.25606, 8.31352], [1.81258, 1.04977, 7.58688], [2.79654, 3.63154, 9.62872], [3.20870, 2.05933, 10.35977], [1.61795, 2.35176, 9.68305], [5.53549, 0.37102, 5.75733], [5.11297, -0.01904, 7.22833], [-0.14498, -5.08094, 3.03148], [1.41021, -4.88098, 2.85340], [2.24523, -6.11786, 3.24903], [2.20742, -6.32724, 4.66291], [2.84360, -7.50316, 5.08944], [1.59143, -4.43017, 1.52942], [-0.37553, -5.82034, 2.26453], [-0.72072, -4.19539, 2.76239], [-0.42063, -5.58764, 3.95635], [1.67600, -4.03951, 3.49322], [3.29529, -5.97074, 2.99640], [1.84150, -6.97696, 2.71326], [3.93152, -7.47833, 5.02698], [2.57094, -8.43363, 4.59146], [2.61488, -7.59874, 6.15088], [1.23179, -5.10903, 0.87375], [2.57680, -4.48182, 1.31382], [-7.03681, -6.99375, -2.31883], [-5.58268, -6.80872, -1.71652], [-5.43546, -5.54060, -0.83962], [-5.39556, -4.36870, -1.65245], [-5.54587, -3.23741, -0.81056], [-5.29355, -8.02549, -0.97770], [-6.97828, -7.71523, -3.13378], [-7.33096, -6.01054, -2.68608], [-7.73705, -7.35695, -1.56660], [-4.80509, -6.70423, -2.47318], [-4.53239, -5.61427, -0.23371], [-6.30786, -5.47116, -0.18986], [-4.89201, -3.36827, 0.05166], [-6.54324, -3.19020, -0.37337], [-5.21771, -2.32714, -1.31238], [-4.39513, -7.95255, -0.52204], [-5.98231, -7.93501, -0.24455], [2.86242, 8.37736, -1.00576], [1.33487, 8.46283, -1.18257], [0.44349, 8.08436, 0.01261], [-0.98189, 8.03246, -0.27499], [-1.45734, 6.89559, -0.98390], [1.17010, 9.83934, -1.62406], [3.12128, 7.31864, -1.02041], [3.21217, 8.86484, -0.09574], [3.37578, 8.74829, -1.89286], [1.01267, 7.79681, -1.98301], [0.60077, 8.83625, 0.78593], [0.73893, 7.15329, 0.49628], [-2.49981, 7.08246, -1.24166], [-1.32365, 6.03438, -0.32926], [-0.82561, 6.70308, -1.85105], [0.81731, 10.34686, -0.82527], [0.33183, 9.79968, -2.18605], [-7.12036, 4.03388, -0.83316], [-5.94931, 3.56621, 0.12129], [-6.43410, 2.83330, 1.26888], [-7.55366, 2.89126, -1.40453], [-6.62328, 4.66289, -1.57163], [-7.97589, 4.55399, -0.40228], [-5.41244, 4.40665, 0.56121], [-5.21891, 2.92261, -0.36898], [-7.06027, 3.43741, 1.67453], [-6.98053, 2.61997, -2.12531], [6.06991, -2.43734, -1.98422], [6.72782, -3.30774, -0.94205], [5.82138, -3.82580, 0.00907], [6.75079, -1.26312, -2.40326], [5.12830, -2.01552, -1.63275], [5.80836, -3.07398, -2.82943], [7.40803, -2.60012, -0.46805], [7.35474, -4.09780, -1.35541], [5.39694, -4.58668, -0.39407], [7.53563, -1.54213, -2.88053], [-4.06601, 0.54175, -4.67890], [-4.05811, -0.93458, -5.04824], [-4.34632, -1.32853, -6.30047], [-5.34951, 1.11651, -4.57848], [-3.46353, 1.08667, -5.40566], [-3.49061, 0.78508, -3.78570], [-4.74742, -1.42016, -4.35746], [-3.08235, -1.37145, -4.83580], [-4.13833, -2.25322, -6.45305], [-5.87169, 0.84085, -5.33540], [0.68803, 4.71001, -5.90707], [2.22935, 4.82262, -5.72385], [2.72803, 4.08858, -4.60070], [0.18449, 3.36794, -5.63450], [0.39186, 5.03555, -6.90427], [0.21783, 5.44133, -5.24966], [2.58280, 5.85304, -5.68627], [2.80792, 4.34736, -6.51597], [2.61641, 3.15014, -4.76945], [0.17523, 3.28605, -4.67804], [-3.84268, -0.56411, 3.84686], [-3.33420, -1.33120, 5.01239], [-4.03035, -0.74997, 6.17083], [-5.21142, -0.83480, 3.71997], [-3.31855, -0.76552, 2.91261], [-3.69631, 0.50313, 4.01326], [-2.24856, -1.24434, 5.05641], [-3.67081, -2.36015, 5.13910], [-4.94655, -0.55093, 5.96450], [-5.53144, -0.15505, 3.12236], [4.57373, -0.07698, -6.64945], [4.23747, -1.47075, -7.17193], [5.27405, -2.45094, -6.84903], [4.26011, 0.11699, -5.23769], [3.97930, 0.66487, -7.18275], [5.64253, 0.08435, -6.78990], [4.02740, -1.45334, -8.24135], [3.30369, -1.67490, -6.64802], [6.12301, -2.21895, -7.23246], [4.93961, -0.30950, -4.71046], [4.23817, 2.64809, 0.48110], [5.77256, 2.77319, 0.28887], [6.29544, 3.88664, 0.97870], [3.60338, 3.81953, -0.09600], [3.83504, 2.40693, 1.46469], [3.79766, 1.82229, -0.07757], [5.90229, 2.82281, -0.79223], [6.18269, 1.79454, 0.53818], [7.13453, 4.15223, 0.59530], [3.78605, 3.72581, -1.03380], [0.08947, 0.54486, -1.82538], [-0.75259, -0.24224, -0.82305], [-0.04974, -0.32114, 0.41132], [-0.11376, 1.93065, -1.68566], [-0.33741, 0.27687, -2.79185], [1.15759, 0.32783, -1.83563], [-0.97850, -1.24698, -1.18019], [-1.67993, 0.25974, -0.54713], [0.37830, -1.17844, 0.46988], [0.33733, 2.21277, -0.88658]],
  "forces_ev_per_a": [[-1.81, -1.81, 0.79], [0.41, -0.18, 0.80], [0.77, -0.29, 0.25], [0.62, 1.37, -0.25], [0.25, 0.60, 0.37], [0.33, -0.21, -1.13], [0.68, -0.27, 0.32], [-0.33, 0.94, 0.07], [-0.06, 0.27, -0.36], [0.49, -0.50, -0.70], [-0.29, 0.15, -0.20], [-0.38, -0.10, 0.67], [-0.03, 0.11, 0.00], [-0.10, -0.59, -0.04], [-0.52, -0.53, -0.27], [-0.37, 0.14, 0.04], [0.36, 0.88, -0.39], [0.15, 0.78, 0.64], [0.07, -0.42, -1.54], [-0.23, -0.82, -1.00], [-1.82, 0.22, 0.30], [0.93, -0.52, -0.16], [-0.29, 0.31, 1.11], [0.18, -0.37, -0.07], [-0.36, 0.20, 0.29], [0.44, -0.19, 0.26], [0.47, -0.05, 0.06], [0.10, 0.31, -0.10], [-0.09, 0.39, 0.28], [0.01, -0.15, 0.35], [0.56, 0.52, -0.25], [0.42, -0.03, 0.06], [-0.54, -0.12, 0.02], [0.02, -0.03, -0.22], [-1.53, 0.84, 0.72], [-0.35, -0.70, -0.39], [1.38, -1.25, -0.42], [-0.22, 0.35, -1.83], [0.43, 0.85, 1.26], [-0.42, 0.36, 0.54], [0.35, -0.07, 0.23], [0.64, 0.52, 0.21], [-0.27, 0.08, -0.09], [0.55, -0.03, -0.65], [-0.47, -0.67, 0.32], [-0.14, 0.03, -0.07], [0.00, 0.02, 0.42], [-0.05, 0.00, 0.42], [-0.24, -0.40, -0.74], [-0.08, 0.22, -0.36], [0.41, -0.14, 0.43], [1.37, -1.15, -0.63], [-1.76, 0.15, 2.27], [-0.33, 0.49, 0.71], [-0.51, -0.07, -0.74], [0.35, -0.13, 0.77], [0.91, -0.09, -1.77], [-0.32, -0.19, -0.26], [0.19, 0.08, 0.49], [0.02, 0.60, 0.23], [0.33, -0.12, 0.34], [0.16, 0.08, -0.49], [0.05, -0.37, -0.09], [0.30, 0.44, -0.23], [-0.59, 0.10, -0.33], [-0.10, -0.10, -0.04], [-0.57, -0.19, -0.20], [0.49, 0.57, -0.07], [1.94, 0.80, 0.08], [-0.50, 0.34, -0.43], [-0.71, -0.31, -1.11], [-0.04, -0.18, 0.28], [0.62, -0.37, 0.42], [-0.40, 0.33, 0.33], [-0.15, 0.08, 0.04], [-0.36, -0.15, -0.14], [0.08, 0.09, 0.10], [-0.31, 0.00, -0.53], [0.20, 0.03, 0.15], [-0.14, -0.05, 0.41], [0.31, 0.14, 0.22], [-0.31, 0.30, -0.37], [-0.43, -0.13, -0.22], [0.28, -0.05, 0.10], [-0.06, -0.86, 0.66], [-0.50, -1.91, 0.00], [0.87, -0.01, -0.04], [-0.24, -0.22, 0.06], [0.81, 0.94, -0.03], [1.23, 0.25, 0.69], [-1.76, 0.22, -0.32], [0.36, -0.19, 0.67], [0.03, 0.01, -0.09], [-0.31, 0.50, 0.18], [0.33, 0.00, -0.34], [-0.41, 0.24, 0.06], [0.17, -0.39, -0.26], [0.19, -0.13, -0.02], [-0.43, -0.37, 0.01], [-0.30, 0.01, -0.42], [0.22, 0.53, 0.36], [-0.25, 0.49, -0.53], [3.12, 0.05, 0.84], [-1.03, 1.14, 1.48], [-0.01, -0.01, -0.67], [-1.96, -2.20, -1.58], [-0.18, 0.60, -0.08], [0.31, 0.05, 0.47], [0.26, 0.43, -0.42], [-0.34, 0.04, -0.35], [-0.14, -0.16, 0.30], [0.04, -0.03, -0.01], [-1.51, 0.02, -0.86], [0.80, 1.08, 0.43], [0.02, -0.02, -0.05], [0.60, -0.46, 0.00], [-0.05, -0.44, 0.49], [-0.05, 0.12, -0.48], [0.08, -0.25, 0.70], [-0.07, -0.11, -0.25], [-0.12, -0.10, 0.06], [0.21, 0.16, -0.12], [0.74, 0.32, -1.54], [1.05, -0.79, 3.59], [-1.25, 0.60, -3.51], [-0.23, -0.01, 0.41], [-0.08, 0.12, -0.64], [-0.48, -0.68, 0.51], [-0.24, -0.08, 0.46], [0.49, 0.43, 0.70], [0.00, 0.13, 0.25], [0.00, -0.01, -0.15], [0.50, -0.26, 0.63], [0.33, -1.57, -0.46], [-0.44, 0.87, 0.90], [0.59, 1.33, -0.63], [0.11, -0.48, -0.17], [-0.13, -0.14, 0.35], [-0.27, 0.02, 0.40], [-0.57, 0.30, -0.94], [-0.09, -0.06, -0.19], [-0.01, -0.09, 0.22], [0.53, -0.10, -0.87], [-1.73, 0.56, 1.56], [1.67, 0.25, 0.55], [-0.70, 0.16, -0.32], [0.21, -0.44, -0.15], [0.20, 0.15, 0.38], [-0.12, 0.13, 0.64], [0.47, -0.34, -1.21], [0.01, -0.25, -0.57], [-0.54, -0.06, -0.09], [0.12, -0.17, 0.86], [0.81, 0.30, 0.60], [-1.46, 0.32, 0.31], [-0.01, -0.19, -1.17], [0.14, 0.05, 0.00], [0.08, 0.39, -0.21], [0.17, 0.00, -0.11], [0.18, -0.93, 0.01], [-0.16, 0.36, -0.26], [0.13, -0.14, 0.06], [-0.27, 0.72, -1.07], [-1.49, -0.82, -0.09], [-0.22, -0.42, 0.09], [0.06, -0.49, 0.87], [0.49, 0.94, 0.43], [0.77, -0.58, -0.36], [0.19, 0.44, -0.23], [0.53, 0.02, 0.59], [-0.01, -0.11, -0.07], [-0.14, 0.30, -0.20], [-1.51, -0.18, -0.54], [1.07, -0.11, 0.70], [0.12, -0.20, 0.59], [0.08, 0.50, -0.04], [0.26, 0.17, -0.38], [-0.04, -0.48, 0.28], [-0.06, -0.05, -0.22], [-0.09, 0.21, -0.67], [0.14, -0.03, 0.09], [0.07, 0.14, 0.15]],
  "charge": 0,
  "largest_force_ev_per_a": 3.826,
  "gap_ev": 8.97,
  "relative_energy_kj_mol": 581.5,
  "mol_weight_g_mol": 1031.4,
  "spin_multiplicity": 1
}